{"formula": "C30H48O24", "method": "wB97M-V/def2-TZVPD", "e_homo_ev": -9.925, "orbital_gap_ev": 9.88, "smiles": "C[C@H]1COC(=O)O1.C[C@H]1COC(=O)O1.C[C@H]1COC(=O)O1.C[C@H]1COC(=O)O1.C[C@H]1COC(=O)O1.C[C@H]1COC(=O)O1.COC(=O)OC.COC(=O)OC", "lumo_ev": 0.0, "species": ["C", "C", "C", "O", "C", "O", "O", "H", "H", "H", "H", "H", "H", "C", "C", "C", "O", "C", "O", "O", "H", "H", "H", "H", "H", "H", "C", "C", "C", "O", "C", "O", "O", "H", "H", "H", "H", "H", "H", "C", "C", "C", "O", "C", "O", "O", "H", "H", "H", "H", "H", "H", "C", "C", "C", "O", "C", "O", "O", "H", "H", "H", "H", "H", "H", "C", "C", "C", "O", "C", "O", "O", "H", "H", "H", "H", "H", "H", "C", "O", "C", "O", "O", "C", "H", "H", "H", "H", "H", "H", "C", "O", "C", "O", "O", "C", "H", "H", "H", "H", "H", "H"], "xyz": [[4.769, -2.095, 2.888], [4.874, -0.607, 3.278], [5.718, 0.182, 2.220], [4.765, 1.127, 1.690], [3.581, 0.847, 2.123], [2.578, 1.422, 1.783], [3.572, -0.014, 3.109], [5.741, -2.633, 2.855], [4.310, -2.302, 1.919], [4.203, -2.704, 3.569], [5.325, -0.447, 4.218], [6.176, -0.455, 1.437], [6.557, 0.688, 2.625], [-2.858, -4.462, -0.045], [-3.282, -3.559, -1.253], [-3.963, -4.503, -2.225], [-5.248, -4.049, -2.431], [-5.495, -3.035, -1.596], [-6.558, -2.426, -1.506], [-4.358, -2.726, -0.928], [-2.050, -5.171, -0.356], [-3.689, -5.052, 0.324], [-2.474, -3.925, 0.756], [-2.445, -2.931, -1.633], [-4.077, -5.477, -1.802], [-3.399, -4.585, -3.191], [4.268, 3.672, 0.034], [4.323, 4.902, -0.817], [3.198, 5.859, -0.411], [3.869, 6.986, -0.054], [5.181, 6.819, -0.050], [5.994, 7.669, 0.215], [5.480, 5.596, -0.363], [5.136, 3.078, 0.014], [3.437, 3.036, -0.300], [4.040, 3.940, 1.033], [4.269, 4.660, -1.851], [2.616, 5.581, 0.413], [2.545, 6.011, -1.251], [-1.591, -1.931, 4.077], [-0.354, -1.890, 3.053], [0.883, -2.530, 3.604], [1.264, -3.591, 2.816], [0.452, -3.673, 1.874], [0.630, -4.442, 0.955], [-0.562, -2.728, 1.928], [-1.824, -2.910, 4.550], [-2.494, -1.597, 3.516], [-1.485, -1.167, 4.878], [-0.095, -0.939, 2.655], [1.020, -2.713, 4.646], [1.678, -1.823, 3.463], [-2.847, -0.357, 0.886], [-3.339, 0.169, -0.347], [-4.825, 0.179, -0.560], [-5.116, 1.554, -0.405], [-4.115, 2.280, -0.517], [-4.196, 3.476, -0.758], [-3.023, 1.521, -0.507], [-1.754, -0.289, 0.882], [-3.004, -1.439, 0.859], [-3.264, 0.106, 1.734], [-3.008, -0.320, -1.260], [-5.378, -0.363, 0.188], [-5.332, -0.194, -1.400], [0.007, -1.650, -1.181], [1.126, -0.807, -0.450], [2.330, -1.585, 0.101], [3.385, -0.854, -0.447], [2.997, 0.141, -1.095], [3.744, 0.991, -1.564], [1.690, 0.162, -1.240], [-0.853, -1.074, -1.495], [-0.414, -2.386, -0.595], [0.436, -2.197, -1.985], [0.676, -0.221, 0.378], [2.381, -2.587, -0.279], [2.338, -1.618, 1.204], [-0.841, 0.622, -3.677], [-1.723, -0.438, -3.903], [-3.049, -0.235, -4.083], [-3.630, 1.061, -3.817], [-3.810, -1.267, -4.447], [-5.206, -1.203, -4.557], [-0.771, 1.500, -4.303], [0.130, 0.193, -3.717], [-0.960, 0.990, -2.653], [-5.515, -0.356, -5.133], [-5.646, -1.068, -3.589], [-5.593, -2.073, -5.058], [-0.512, 1.990, 2.380], [-0.616, 2.018, 0.937], [0.096, 2.821, 0.130], [0.790, 3.915, 0.665], [0.045, 2.469, -1.148], [0.768, 3.236, -2.095], [0.432, 1.772, 2.814], [-1.335, 1.320, 2.665], [-0.808, 2.898, 2.848], [1.848, 2.943, -2.093], [0.709, 4.240, -1.692], [0.440, 3.079, -3.126]], "forces_ev_per_angstrom": [[0.823, -0.618, 0.127], [0.329, -1.085, -3.077], [-0.462, -0.821, -0.373], [2.390, -0.450, -0.871], [-2.290, 2.102, 0.030], [0.059, -0.559, -0.438], [0.474, -1.684, 1.789], [-0.221, 0.760, 0.046], [0.104, 0.646, -0.114], [-0.485, 0.077, 0.715], [-0.248, 0.153, 1.412], [-0.888, 0.235, 0.070], [0.462, 0.896, 0.677], [0.344, -0.380, -1.849], [0.657, -1.688, 0.990], [2.233, -0.968, -2.044], [-1.561, 1.017, -0.291], [-2.007, 1.649, -0.121], [2.748, -1.590, -0.026], [-1.205, 1.395, 0.940], [-0.627, 0.582, 0.029], [-0.343, -0.020, -0.163], [0.765, 1.222, 1.448], [-0.627, -0.565, 0.073], [0.344, -0.787, 0.224], [-0.691, 0.066, 0.669], [-1.711, -0.656, -1.040], [-0.812, -0.997, 2.529], [-0.070, -1.256, -1.535], [0.125, 3.219, 0.417], [1.304, 2.221, 0.530], [-0.736, -0.431, -0.004], [1.104, -1.413, -1.509], [1.205, -0.582, -0.254], [0.219, 0.121, 0.143], [-0.086, 0.328, 1.110], [0.753, 0.177, -1.039], [-0.871, -1.044, 1.091], [-0.414, 0.492, -0.388], [-0.007, 1.052, -1.216], [-1.803, -1.727, 2.036], [2.472, 2.827, 1.750], [1.748, -0.752, 2.977], [-2.231, -1.334, -5.323], [-1.108, 0.711, 0.358], [0.196, -1.379, -0.653], [0.604, 0.485, -0.572], [0.520, -0.379, 0.304], [0.319, -0.531, -0.459], [-0.380, 1.162, 0.103], [-0.898, -0.796, 0.838], [0.615, 0.790, -0.079], [2.110, -2.362, 0.298], [-1.163, 0.150, -3.486], [-1.288, 0.195, 2.375], [-5.451, -2.419, 0.697], [2.155, 4.557, -2.194], [1.081, -1.554, 1.031], [2.127, 1.339, 0.073], [-0.074, 0.379, 0.270], [-0.398, 0.032, 0.465], [-0.578, 0.500, 1.144], [1.012, -0.408, 0.192], [0.008, -0.126, 0.928], [0.330, -0.191, -1.968], [1.606, 1.982, 0.011], [-3.155, -1.178, 1.778], [-1.410, -0.493, 0.063], [2.913, -3.377, 2.953], [1.413, 5.442, -3.423], [-1.243, -1.371, 0.514], [-0.433, 0.979, -1.712], [0.233, 0.603, -0.329], [-0.499, -1.566, 1.993], [0.427, -0.157, -1.119], [-0.149, -0.587, -0.185], [0.015, -0.644, -0.127], [0.267, 0.264, -0.468], [0.744, 1.322, 1.875], [-3.238, -1.698, -1.710], [-3.469, 8.107, 1.902], [3.534, -7.976, -1.644], [3.586, -0.180, 0.354], [-0.942, 1.165, 0.050], [-1.130, -0.136, -0.827], [0.810, -0.681, -0.048], [-0.231, 0.015, -0.164], [0.066, 0.693, -0.413], [-0.266, -0.180, 0.581], [0.391, -0.600, 0.082], [-1.628, 0.394, -0.420], [0.926, -0.142, -1.211], [3.634, 5.817, 4.021], [-3.942, -6.352, -3.608], [-0.845, -0.919, 1.554], [1.951, 0.557, 0.503], [1.037, -0.692, -0.385], [0.637, -0.303, -0.111], [-0.189, 1.299, -0.199], [-0.770, 0.009, 0.250], [0.014, 0.511, -0.767], [-0.669, 0.091, 0.578]]}

=====

{"formula": "C30H48P2SW", "method": "wB97M-V/def2-TZVPD", "e_homo_ev": [-12.179, -12.637], "orbital_gap_ev": [4.87, 5.24], "charge": 2, "multiplicity": 3, "lumo_ev": [-7.3, -7.4], "species": ["W", "C", "C", "C", "C", "C", "C", "H", "H", "H", "C", "H", "H", "H", "C", "H", "H", "H", "C", "H", "H", "H", "C", "H", "H", "H", "C", "C", "C", "C", "C", "C", "C", "C", "H", "H", "H", "H", "H", "H", "H", "H", "H", "H", "H", "H", "P", "P", "C", "C", "H", "H", "H", "H", "C", "H", "H", "H", "C", "H", "H", "H", "C", "H", "H", "H", "C", "H", "H", "H", "S", "C", "C", "C", "C", "C", "C", "H", "H", "H", "H", "H"], "xyz": [[2.116, -1.582, 0.399], [0.339, -0.323, 0.704], [0.130, -1.470, 1.554], [1.901, -0.241, 2.450], [1.434, 0.438, 1.269], [1.091, -1.404, 2.621], [-0.707, 0.261, -0.199], [-1.344, -0.492, -0.676], [-0.318, 0.909, -0.994], [-1.323, 0.887, 0.465], [1.839, 1.810, 0.797], [1.670, 1.930, -0.291], [2.910, 2.004, 0.999], [1.262, 2.625, 1.287], [2.775, 0.381, 3.502], [2.133, 0.654, 4.359], [3.263, 1.301, 3.149], [3.547, -0.303, 3.886], [0.906, -2.115, 3.926], [0.573, -1.392, 4.693], [1.823, -2.589, 4.291], [0.131, -2.887, 3.881], [-1.177, -2.196, 1.689], [-1.784, -1.672, 2.455], [-1.051, -3.244, 2.021], [-1.762, -2.160, 0.759], [0.123, -0.284, -3.657], [-1.069, -0.874, -3.474], [-1.646, -2.140, -2.897], [-0.683, -3.306, -2.734], [-0.091, -2.996, -1.424], [1.232, -2.544, -1.360], [1.719, -1.079, -1.759], [1.482, -0.844, -3.295], [-2.467, -2.451, -3.557], [0.017, -3.349, -3.573], [-2.089, -1.934, -1.907], [1.615, -1.809, -3.803], [0.127, 0.737, -4.118], [-1.833, -0.476, -4.178], [2.252, -0.151, -3.677], [1.179, -0.279, -1.246], [2.025, -3.288, -1.686], [2.825, -0.886, -1.536], [-1.213, -4.264, -2.729], [-0.665, -3.223, -0.513], [3.230, -3.747, -3.173], [4.240, -3.280, 0.119], [4.546, -4.778, -2.461], [5.287, -4.035, -1.344], [5.248, -5.021, -3.277], [4.135, -5.747, -2.145], [6.023, -4.737, -0.903], [5.892, -3.212, -1.762], [5.787, -3.030, 1.091], [5.570, -2.939, 2.158], [6.282, -2.112, 0.765], [6.490, -3.865, 0.944], [3.885, -4.983, 0.771], [4.771, -5.639, 0.651], [3.036, -5.409, 0.218], [3.620, -4.915, 1.835], [4.250, -2.840, -4.404], [3.655, -2.041, -4.875], [4.604, -3.565, -5.166], [5.116, -2.378, -3.899], [2.439, -4.986, -4.268], [2.018, -5.808, -3.665], [3.194, -5.391, -4.970], [1.614, -4.517, -4.832], [-0.271, 3.332, -2.954], [-1.714, 4.074, -3.322], [-2.487, 4.691, -2.294], [-3.641, 5.402, -2.607], [-4.069, 5.505, -3.952], [-3.319, 4.887, -4.980], [-2.168, 4.170, -4.673], [-2.138, 4.601, -1.266], [-4.214, 5.890, -1.807], [-4.975, 6.079, -4.196], [-3.647, 4.979, -6.024], [-1.583, 3.683, -5.452]], "forces_ev_per_angstrom": [[0.734, -0.762, 1.317], [-0.407, -0.006, 0.999], [0.156, 0.619, 0.196], [-1.007, 0.079, -0.151], [0.312, -0.146, -0.410], [-0.153, 0.645, 0.088], [-0.107, 0.213, 0.089], [0.158, 0.196, 0.221], [-0.077, -0.058, 0.240], [-0.093, -0.124, -0.430], [0.332, 0.399, -0.223], [0.118, -0.049, 0.536], [-0.526, -0.061, -0.156], [0.232, -0.642, -0.148], [0.374, -0.197, 0.075], [0.215, -0.107, -0.330], [-0.170, -0.395, 0.071], [-0.259, 0.212, -0.138], [0.290, -0.503, 0.290], [0.226, -0.163, -0.355], [-0.118, 0.133, 0.024], [0.250, 0.145, -0.120], [-0.090, -0.416, 0.004], [0.304, -0.264, -0.330], [-0.154, 0.486, -0.272], [0.119, -0.100, 0.353], [-0.304, -0.002, 0.469], [-0.648, 0.555, -2.184], [-0.327, 0.440, -0.121], [0.341, -0.841, 0.227], [1.076, -0.989, -1.223], [-0.321, 3.250, 4.147], [-0.770, -0.838, -2.544], [0.775, 0.515, 0.205], [0.135, 0.030, 0.292], [0.113, 0.165, 0.372], [-0.288, 0.121, -0.399], [0.090, 0.398, 0.093], [-0.046, -1.218, 0.146], [0.251, 0.565, 1.157], [-0.257, -0.332, 0.078], [-0.166, -0.230, -0.411], [-0.350, 0.051, -1.000], [-0.466, -0.766, -0.180], [-0.258, 0.171, 0.210], [0.118, 0.141, -0.546], [1.149, -0.938, -1.254], [2.189, -2.419, -0.207], [0.321, -0.187, 0.097], [-0.130, 0.541, -0.387], [-0.102, 0.055, 0.313], [0.027, 0.324, 0.213], [-0.561, 0.544, 0.173], [-0.270, -0.177, 0.035], [-0.003, 0.748, 0.386], [-0.007, 0.045, -0.093], [0.027, -0.040, 0.094], [-0.484, 0.271, 0.014], [-0.753, 0.150, 0.247], [-0.506, 0.556, 0.053], [0.199, -0.051, 0.255], [-0.010, -0.150, -0.282], [-0.067, 0.379, -0.110], [0.377, -0.343, 0.014], [-0.149, 0.506, 0.381], [-0.323, -0.143, -0.248], [-0.390, -0.053, -0.116], [0.139, 0.280, -0.256], [-0.471, 0.161, 0.326], [0.398, -0.294, 0.073], [0.931, -0.661, 0.243], [-1.131, 0.649, -0.281], [-0.391, 0.229, -0.375], [-0.010, -0.082, -0.167], [0.416, -0.134, 0.147], [-0.100, -0.006, 0.168], [-0.401, 0.329, 0.149], [-0.092, 0.083, -0.234], [0.264, -0.256, -0.446], [0.521, -0.343, 0.125], [0.158, -0.066, 0.557], [-0.121, 0.173, 0.167]]}

=====

Molecular weight
In order: 792.69, 686.57
Unit: g mol⁻¹
ΔE to the lowest compared entry with this formula, charge and spin
In order: 125.43, 0.00
Unit: kcal per mole